Entry from the Open Molecules 2025 dataset: an isolated molecule of C3H7N3S (wB97M-V/def2-TZVPD).

Results
LUMO level = 0.807 eV
HOMO level = -7.9327 eV
structure (SMILES) = C=CN(N)/C=N/S

Element x y z (Å)
S (-3.649469, -0.088909, 0.045827)
N (-1.973415, -0.500138, -0.295784)
N (0.249448, 0.339569, -0.146120)
N (0.968565, 1.444312, 0.011342)
C (2.320883, -1.044517, 0.086005)
C (0.932510, -0.841100, -0.037803)
C (-1.169195, 0.496197, -0.134083)
H (-3.916266, -1.441491, 0.408939)
H (2.499212, -2.107392, -0.067845)
H (3.142540, -0.201116, 0.057828)
H (-1.545939, 1.578635, -0.067787)
H (0.902456, 1.824559, 1.004628)
H (1.006528, 2.096985, -0.706968)
H (0.232143, -1.555594, -0.158179)

Atoms 1-3, force components in eV/Å:
0.5 -2.3 0.0
0.4 1.4 0.9
-2.2 0.3 -0.4

Entry from the Open Molecules 2025 dataset: an isolated molecule of C3H7N3S2 (wB97M-V/def2-TZVPD).

Results
LUMO level = 0.111 eV
HOMO level = -8.5531 eV
structure (SMILES) = CS/C(=N/N)C(N)=S

Element x y z (Å)
S (-1.505850, -0.617043, -1.831209)
S (1.568134, 0.725319, 1.056563)
N (0.251814, 1.287218, -1.509421)
N (0.039814, -1.362971, 0.947969)
N (-0.850128, -2.248815, 0.585316)
C (0.316683, -0.288334, 0.279655)
C (0.519576, 1.824900, 2.050441)
C (-0.275292, 0.168816, -1.002946)
H (-0.169510, 2.398258, 1.433840)
H (-0.103424, 1.609710, -2.386408)
H (-0.055195, 1.244272, 2.785886)
H (1.180168, 2.529047, 2.588995)
H (1.035532, 1.730857, -1.058836)
H (-0.943073, -3.042083, 1.189978)
H (-1.397325, -2.162817, -0.289068)

Atoms 1-3, force components in eV/Å:
0.2 0.2 0.1
-0.1 0.1 0.0
-0.1 -0.1 0.1

Entry from the Open Molecules 2025 dataset: an isolated molecule of C3H7N3S2 (wB97M-V/def2-TZVPD).

Results
LUMO level = -0.729 eV
HOMO level = -8.4315 eV
structure (SMILES) = CNNC(=S)/C=N\S

Element x y z (Å)
S (-1.589376, -2.642821, 0.397378)
S (-1.451009, 0.346025, -2.832866)
N (-2.398004, 0.380176, -1.471761)
N (0.997066, 0.505799, -0.001973)
N (0.444506, -0.802512, 0.177436)
C (-1.922765, -0.198720, -0.423702)
C (-0.882202, -1.090933, -0.168615)
C (1.516204, 1.046273, 1.321546)
H (0.719861, 1.609867, 2.139151)
H (-2.661583, -0.461937, 0.434898)
H (-0.149295, -0.249318, -2.660467)
H (2.266102, 0.324403, 1.931758)
H (2.166650, 2.029220, 0.986739)
H (0.980922, -1.464086, 0.650057)
H (1.962922, 0.668566, -0.479580)

Atoms 1-3, force components in eV/Å:
1.9 2.2 -1.5
1.1 0.2 -2.0
2.1 -1.0 1.5

Entry from the Open Molecules 2025 dataset: an isolated molecule of C3H7N3S2 (wB97M-V/def2-TZVPD).

Results
LUMO level = 0.247 eV
HOMO level = -8.5038 eV
structure (SMILES) = [H]/N=C1/CN(SC)NS1

Element x y z (Å)
S (-1.147104, -1.195248, 1.176640)
S (-0.099205, 1.994954, -0.500309)
N (-1.994823, 0.016574, 0.086671)
N (1.083912, -2.103697, -0.160797)
N (-1.182161, 0.598240, -0.813857)
C (-0.213802, -0.548336, -1.307678)
C (0.018817, -1.422885, -0.138047)
C (1.210799, 1.510869, 0.774744)
H (0.500674, 1.196903, 1.489526)
H (-0.973385, -1.174480, -1.841241)
H (1.209439, -2.657809, 0.699808)
H (2.032762, 0.850057, 0.586762)
H (0.539364, -0.145760, -1.797007)
H (1.481373, 2.433598, 1.022277)
H (-2.466660, 0.647018, 0.722509)

Atoms 1-3, force components in eV/Å:
0.2 0.5 -1.0
0.0 -0.7 0.2
-1.0 -1.3 1.5

In the order shown, the computed energy relative to the best compared isomer or geometry (same formula, charge and spin) values come out to 90.0, 25.4, 128.6, 91.6 kcal/mol.
In the order shown, the computed total energy values come out to -680.83881, -1079.12636, -1078.96193, -1079.02085 hartree.